The following is a quantum chemistry calculation of 2 unconnected molecules or ions with the total composition C6H12IN at a distorted geometry, from the Open Molecules 2025 dataset.

CARTESIAN COORDINATES (ANGSTROEM)
C: -1.2389 0.4402 0.3786
C: -1.4387 -1.4679 -1.2714
C: -1.0581 -1.9451 1.2130
C: 2.3174 2.3832 -0.4627
C: -0.8167 -0.9497 0.0823
C: 1.9633 1.2602 0.5230
N: -1.8501 1.3606 -0.0960
I: 3.1651 -0.4176 0.3223
H: -1.3903 -2.5841 -1.2441
H: -0.9303 -1.2210 -2.1998
H: -2.5455 -1.1413 -1.3516
H: -0.2338 -2.5009 1.6381
H: -1.6292 -2.7651 0.7729
H: -1.5326 -1.4918 2.1180
H: 1.3933 2.8776 -0.7964
H: 2.6364 2.0653 -1.4737
H: 3.0368 3.0740 -0.1173
H: 0.3076 -0.8535 -0.1421
H: 2.0107 1.6749 1.5925
H: -2.1663 2.2018 0.5142

Atoms 1-3, force components in eV/Å:
1.10 -1.32 2.30
-1.64 -0.75 0.56
-0.82 -0.18 0.88

Properties
- Strongest force on any atom: 0.0652 hartree/bohr
- Gap between HOMO and LUMO (alpha / beta): 9.024 / 6.138 eV
- Energy above the lowest of the compared OMol25 structures with the same formula, charge and spin: 89.7 kcal/mol


The following is a quantum chemistry calculation of 2 unconnected molecules or ions with the total composition C6H12IN2 at a distorted geometry, from the Open Molecules 2025 dataset.

CARTESIAN COORDINATES (ANGSTROEM)
C: 0.0945 -0.6815 -0.0697
C: 0.1502 -3.0099 0.1097
C: 1.1450 -2.3295 1.1591
C: -0.2266 2.2174 -1.8039
C: -0.3673 2.6282 0.8131
C: -0.8149 2.0293 -0.4521
N: -0.2752 -1.8219 -0.6669
N: 0.9016 -0.9111 0.9429
I: -2.8471 1.3408 -0.5405
H: 0.8442 -3.6760 -0.5308
H: -0.5074 -3.5132 0.7150
H: 1.0309 -2.7975 2.0807
H: 2.1898 -2.6796 0.9640
H: -0.7010 1.4581 -2.5782
H: -0.7033 3.2087 -2.3397
H: 0.9111 2.4006 -1.7385
H: -1.0783 3.2905 1.0617
H: -0.3614 1.9532 1.5455
H: 0.6732 2.9799 0.6334
H: -1.2295 -1.8303 -1.0057
H: 1.1713 -0.2565 1.7010

Atoms 1-3, force components in eV/Å:
-0.57 2.09 0.15
5.15 1.10 -1.18
1.16 -1.64 -2.70

Properties
- Total charge: +1
- Strongest force on any atom: 0.1135 hartree/bohr
- Gap between HOMO and LUMO (alpha / beta): 7.123 / 7.119 eV
- Energy above the lowest of the compared OMol25 structures with the same formula, charge and spin: 76.4 kcal/mol


The following is a quantum chemistry calculation of a gas-phase ion, C6H12N (charge +1) at a distorted geometry, from the Open Molecules 2025 dataset.

CARTESIAN COORDINATES (ANGSTROEM)
C: 0.7784 -1.4444 1.8868
C: 1.1814 -0.2657 1.4025
C: 0.9924 0.1916 0.0089
C: 1.3007 -0.6482 -1.0211
C: 0.1439 1.4139 -0.2659
C: -1.3108 0.9764 -0.1009
N: -1.6173 -0.0337 -1.2052
H: 0.8395 -2.3455 1.2874
H: 0.8501 -1.5634 2.9625
H: 1.4141 0.5518 2.0840
H: 1.9205 -0.4574 -1.8931
H: 1.3972 -1.6930 -0.7351
H: 0.2626 1.8566 -1.2541
H: 0.3905 2.1100 0.5361
H: -1.4705 0.4208 0.8215
H: -2.0406 1.7675 -0.2410
H: -0.7456 -0.6021 -1.3185
H: -2.3460 -0.6889 -0.9178
H: -1.9404 0.4538 -2.0373

Atoms 1-3, force components in eV/Å:
2.02 0.18 0.44
-2.15 0.59 0.10
0.06 -1.08 -1.85

Properties
- Total charge: +1
- Strongest force on any atom: 0.0435 hartree/bohr
- Gap between HOMO and LUMO: 8.976 eV
- Energy above the lowest of the compared OMol25 structures with the same formula, charge and spin: 53.7 kcal/mol


The following is a quantum chemistry calculation of 2 unconnected molecules or ions with the total composition C6H12N at a distorted geometry, from the Open Molecules 2025 dataset.

CARTESIAN COORDINATES (ANGSTROEM)
C: 2.1279 -1.3066 0.8771
C: 1.2488 -1.1601 -0.0136
C: 1.3444 1.3342 -0.2410
C: 0.7323 0.7358 -1.4709
C: -2.6354 -0.5508 0.0590
C: -2.5611 0.4921 0.8365
N: 0.5294 0.1339 -0.1901
H: 2.3353 -0.3246 1.4073
H: 2.4871 -2.2897 1.1076
H: 2.3801 1.1403 -0.0782
H: 0.9255 2.2055 0.2685
H: -0.1928 1.2431 -1.9172
H: 1.2647 0.0545 -2.1601
H: -2.4196 -1.4903 0.4047
H: 0.9248 -1.9221 -0.7988
H: -3.1433 -0.4740 -0.8682
H: -2.6045 1.4920 0.4167
H: -2.3990 0.5363 1.9330
H: -0.3449 0.1505 0.4277

Atoms 1-3, force components in eV/Å:
1.84 1.57 3.09
-3.68 -0.69 -4.30
0.10 0.45 -0.58

Properties
- Total charge: +1
- Strongest force on any atom: 0.1109 hartree/bohr
- Gap between HOMO and LUMO: 11.149 eV
- Energy above the lowest of the compared OMol25 structures with the same formula, charge and spin: 85.4 kcal/mol


The following is a quantum chemistry calculation of a molecular structure, C6H12N at a distorted geometry, from the Open Molecules 2025 dataset.

CARTESIAN COORDINATES (ANGSTROEM)
C: -0.9685 0.3531 0.5940
C: -2.0144 0.8131 1.1760
C: 0.5845 1.0115 -0.3474
C: 0.4967 1.2012 -1.8127
C: 0.9324 -0.6669 1.4352
C: 0.0525 -1.4712 -0.7723
N: 0.1669 -0.2741 0.1953
H: -2.8121 0.0372 1.5982
H: -2.3208 1.8757 1.4036
H: 1.0331 1.6750 0.4054
H: 0.9468 0.2289 -2.2222
H: 1.1099 2.0129 -2.1454
H: -0.5392 1.3586 -2.1659
H: 0.7991 0.1339 2.2783
H: 0.5523 -1.6491 1.8444
H: 2.0106 -1.0498 1.2406
H: -0.5097 -2.2623 -0.1818
H: -0.5512 -1.2664 -1.6227
H: 1.0311 -2.0615 -0.9006

Atoms 1-3, force components in eV/Å:
1.88 3.60 -2.39
-3.42 -1.19 2.01
-2.82 0.80 2.35

Properties
- Total charge: +1
- Strongest force on any atom: 0.0917 hartree/bohr
- Gap between HOMO and LUMO: 9.690 eV
- Energy above the lowest of the compared OMol25 structures with the same formula, charge and spin: 127.5 kcal/mol


The following is a quantum chemistry calculation of a gas-phase ion, C6H12N (charge +1) at a distorted geometry, from the Open Molecules 2025 dataset.

CARTESIAN COORDINATES (ANGSTROEM)
C: -3.3044 -0.4034 0.1655
C: -1.9231 0.1958 0.0261
C: -0.8356 -0.4492 -0.4512
N: 0.4798 0.0332 -0.2702
C: 0.8910 1.4376 -0.0845
C: 1.4423 -0.8323 -0.1686
C: 2.8309 -0.4345 0.1974
H: -3.2962 -1.0399 1.0146
H: -3.5005 -1.0646 -0.7781
H: -4.1853 0.1899 0.3279
H: -1.6592 1.2158 0.5730
H: -0.7808 -1.3505 -0.8589
H: 0.0712 2.2296 -0.3901
H: 1.6007 1.7007 -0.8577
H: 1.1576 1.6763 1.0026
H: 1.3708 -1.9189 -0.1441
H: 3.0317 0.2275 0.9336
H: 3.3070 -0.0961 -0.6221
H: 3.3020 -1.3173 0.3845

Atoms 1-3, force components in eV/Å:
0.45 -1.34 -2.79
1.36 1.70 1.38
-1.98 4.14 1.95

Properties
- Total charge: +1
- Strongest force on any atom: 0.0970 hartree/bohr
- Gap between HOMO and LUMO: 9.191 eV
- Energy above the lowest of the compared OMol25 structures with the same formula, charge and spin: 57.0 kcal/mol


The following is a quantum chemistry calculation of a gas-phase ion, C6H12N (charge +1) at a distorted geometry, from the Open Molecules 2025 dataset.

CARTESIAN COORDINATES (ANGSTROEM)
C: 1.4027 1.5831 3.0959
C: 1.6603 0.7720 2.0637
C: 0.6976 0.8151 0.9373
C: -0.0155 -0.2202 0.3955
C: -1.1359 0.0995 -0.5030
C: -1.4301 -0.9159 -1.6459
N: -0.1958 -1.4470 -2.3001
H: 0.6954 2.4566 3.1603
H: 2.0733 1.7966 3.8807
H: 2.3061 -0.0225 1.8476
H: 0.4148 1.7903 0.7091
H: 0.4047 -1.1042 0.4432
H: -0.9699 1.0842 -1.0185
H: -2.0546 0.3684 0.0250
H: -2.1715 -0.5682 -2.3432
H: -1.8653 -1.8982 -1.3199
H: 0.5664 -0.6783 -2.1305
H: -0.3771 -1.5221 -3.3739
H: -0.0054 -2.3892 -1.9234

Atoms 1-3, force components in eV/Å:
0.58 1.57 -0.67
-2.53 0.86 -0.79
-1.23 -1.99 0.51

Properties
- Total charge: +1
- Strongest force on any atom: 0.1170 hartree/bohr
- Gap between HOMO and LUMO: 8.375 eV
- Energy above the lowest of the compared OMol25 structures with the same formula, charge and spin: 69.0 kcal/mol


The following is a quantum chemistry calculation of a gas-phase ion, C6H12N (charge +1) at a distorted geometry, from the Open Molecules 2025 dataset.

CARTESIAN COORDINATES (ANGSTROEM)
C: 2.8883 -0.1476 0.0106
C: 1.6998 0.3044 -0.3563
C: 0.5153 -0.5939 -0.2365
C: 0.3640 -1.7232 -0.9096
C: -0.4709 -0.2898 0.8888
C: -1.1480 1.0650 0.8047
N: -2.2893 0.9330 -0.2698
H: 3.1384 -1.1909 0.1585
H: 3.7752 0.4387 -0.2051
H: 1.5267 1.2898 -0.7695
H: -0.3957 -2.4937 -0.8794
H: 1.1541 -1.9402 -1.6365
H: -1.1068 -1.1509 1.1072
H: 0.0934 -0.2932 1.8323
H: -0.4432 1.7139 0.3107
H: -1.6891 1.2708 1.7190
H: -2.2090 1.7022 -0.9364
H: -3.2321 1.0605 0.1157
H: -2.1712 0.0451 -0.7482

Atoms 1-3, force components in eV/Å:
1.06 0.29 -1.59
-0.64 -0.96 0.19
-1.21 -0.13 0.98

Properties
- Total charge: +1
- Strongest force on any atom: 0.0504 hartree/bohr
- Gap between HOMO and LUMO: 9.608 eV
- Energy above the lowest of the compared OMol25 structures with the same formula, charge and spin: 41.3 kcal/mol


> Which value of energy above the lowest of the compared OMol25 structures with the same formula, charge and spin does entry 4 give?

85.4 kcal/mol


> What is the strongest force on any atom in the eighth record?

0.0504 hartree/bohr